Density functional theory data (wB97M-V/def2-TZVPD) for a cluster of 2 separate species, C5H16N2O in total in a non-equilibrium geometry.

Each atom is followed by the atoms it is bonded to, with distances in Å.
Cartesian coordinates (Å):
1 N 0.831 -1.108 -1.577  C2 1.454, H8 1.007, H9 1.008
2 C 1.016 0.331 -1.667  N1 1.454, C3 1.534, H10 1.102, H11 1.120
3 C 1.558 1.175 -0.506  C2 1.534, C4 1.540, H12 1.100, H13 1.139
4 C 0.516 2.206 -0.033  C3 1.540, C5 1.543, H14 1.087, H15 1.088
5 C -0.640 1.381 0.568  C4 1.543, C6 1.548, H16 1.114, H17 1.094
6 C -1.061 1.882 1.971  C5 1.548, N7 1.431, H18 1.124, H19 1.112
7 N -0.698 1.012 3.047  C6 1.431, H20 1.003, H21 1.003
8 H 1.636 -1.671 -1.354  N1 1.007
9 H -0.004 -1.357 -1.071  N1 1.008
10 H 0.078 0.557 -2.200  C2 1.102
11 H 1.787 0.621 -2.426  C2 1.120
12 H 2.511 1.627 -0.817  C3 1.100
13 H 2.093 0.542 0.275  C3 1.139
14 H 0.970 2.888 0.682  C4 1.087
15 H 0.362 2.842 -0.902  C4 1.088
16 H -1.518 1.189 -0.090  C5 1.114
17 H -0.256 0.381 0.788  C5 1.094
18 H -0.679 2.908 2.224  C6 1.124
19 H -2.158 2.068 1.986  C6 1.112
20 H 0.152 0.483 3.000  N7 1.003
21 H -1.438 0.622 3.601  N7 1.003
22 O -1.583 -6.895 -2.203  H23 0.959, H24 0.960
23 H -2.335 -6.409 -1.858  O22 0.959
24 H -1.142 -7.273 -1.438  O22 0.960

highest occupied orbital energy = -8.68 eV
F_max = 0.0409 hartree/bohr
structure (SMILES) = NCCCCCN.O
ΔE to the lowest compared entry with this formula, charge and spin = 183.60 kJ/mol
HOMO-LUMO gap = 9.60 eV

Results of the Mulliken charge analysis, in e, for atoms 1 through 5: atom 1 (N): -0.523, atom 2 (C): -0.609, atom 3 (C): -0.802, atom 4 (C): -0.644, atom 5 (C): -0.502